1.
# C8H22CrO6

C8H22CrO6 as an isolated structure (ωB97M-V/def2-TZVPD, the OMol25 dataset).

Geometry as XYZ:
```
37
C8H22CrO6 (ωB97M-V/def2-TZVPD)
Cr -0.414 -0.109 0.001
C 2.887 1.488 0.227
C 1.616 2.305 0.447
O 0.435 1.606 0.410
H 3.033 0.655 0.908
H 3.766 2.139 0.182
H 2.825 1.059 -0.788
H 1.594 3.122 -0.312
H 1.726 2.909 1.376
C -1.419 0.808 3.501
C -2.109 0.103 2.305
O -1.319 -0.824 1.690
H -2.150 1.505 3.936
H -0.562 1.397 3.180
H -1.201 0.064 4.270
H -2.388 0.944 1.625
H -3.046 -0.324 2.713
C -0.659 0.197 -2.990
C -1.531 1.221 -2.325
O -2.158 0.659 -1.150
O 0.464 -0.088 -2.162
H -0.356 0.658 -3.938
H -1.181 -0.731 -3.214
H -2.354 1.468 -3.010
H -1.025 2.162 -2.108
H -3.043 1.030 -1.086
H 1.220 0.443 -2.427
C 1.543 -2.462 -0.131
C 0.185 -3.086 -0.309
O -0.772 -2.099 -0.735
O 1.464 -1.300 0.688
H 2.160 -2.257 -1.008
H 2.174 -3.198 0.391
H -0.102 -3.524 0.649
H 0.261 -3.913 -1.021
H -1.368 -2.531 -1.348
H 1.803 -1.495 1.566
```

Computed properties:
- Gap between HOMO and LUMO (alpha / beta): 6.0 / 7.2 eV
- Max |F|: 1.9 eV Å⁻¹
- Total charge: 0
- HOMO energy (alpha / beta): -5.94 / -7.14 eV
- 2S+1: 5
- Electronic energy: -49357.135 eV
- Energy above the lowest of the compared OMol25 structures with the same formula, charge and spin: 15.1 kcal per mole



2.
# C6H13F3NSi

A 2-piece molecular cluster, C6H13F3NSi overall (ωB97M-V/def2-TZVPD, the OMol25 dataset).

Geometry as XYZ:
```
24
C6H13F3NSi (ωB97M-V/def2-TZVPD)
C -1.218 -1.246 -0.630
C 0.773 1.097 -0.587
C -2.170 -0.690 0.330
C -0.209 2.162 -0.627
C 2.734 -0.978 0.624
C 1.921 -2.191 0.290
N -1.429 -2.384 -1.189
F 0.787 -2.276 1.028
F 2.558 -3.344 0.464
F 1.492 -2.181 -0.992
Si 1.659 0.559 0.989
H 1.091 0.720 -1.552
H -1.700 -0.752 1.313
H -3.119 -1.234 0.355
H -2.357 0.362 0.128
H -0.663 2.368 0.338
H -0.960 2.020 -1.404
H 0.336 3.067 -0.934
H 3.425 -0.808 -0.202
H 3.332 -1.217 1.501
H -2.257 -2.958 -1.007
H -0.743 -2.783 -1.822
H 0.661 0.296 2.024
H 2.587 1.639 1.335
```

Computed properties:
- Gap between HOMO and LUMO (alpha / beta): 6.5 / 7.2 eV
- Max |F|: 3.1 eV Å⁻¹
- Total charge: +1
- HOMO energy (alpha / beta): -11.35 / -14.28 eV
- 2S+1: 3
- Electronic energy: -23942.610 eV



3.
# C18H35N2STm

C18H35N2STm as an isolated structure (ωB97M-V/def2-TZVPD, the OMol25 dataset).

Geometry as XYZ:
```
57
C18H35N2STm (ωB97M-V/def2-TZVPD)
C 0.814 2.176 -1.330
H 1.225 2.500 -0.374
H 1.615 2.255 -2.083
H 1.375 0.228 0.540
C -0.406 2.988 -1.746
H -1.110 2.404 -2.399
H -0.997 3.294 -0.866
C 0.011 4.264 -2.519
H -0.858 4.849 -2.830
H 0.644 4.907 -1.893
H 0.577 4.001 -3.423
C -0.864 -2.092 -2.150
C -1.270 -1.204 -3.197
C -0.071 -0.553 -3.695
C 1.038 -1.055 -2.952
C 0.557 -2.011 -2.010
C 1.396 -2.958 -1.221
C 2.477 -0.741 -3.182
C -0.005 0.636 -4.594
C -2.660 -0.691 -3.338
C -1.751 -2.935 -1.294
Tm -0.502 0.211 -1.531
H 3.097 -1.041 -2.325
H 2.841 -1.301 -4.059
H 2.639 0.327 -3.383
H 2.412 -2.574 -1.079
H 0.966 -3.173 -0.235
H 1.484 -3.916 -1.760
H -2.696 -2.421 -1.071
H -2.006 -3.884 -1.794
H -1.260 -3.191 -0.342
H -2.676 0.337 -3.724
H -3.242 -1.313 -4.037
H -3.186 -0.724 -2.365
H 0.842 1.292 -4.316
H 0.159 0.340 -5.644
H -0.941 1.218 -4.570
C -1.016 -2.098 5.439
C 0.192 -1.592 4.683
N -0.300 -1.135 3.363
C 0.052 -0.032 2.686
S 0.179 -0.288 0.946
N 0.272 1.134 3.267
C -0.167 1.581 4.623
C 1.028 2.081 5.408
H -1.779 -1.312 5.516
H -0.738 -2.413 6.455
H -1.445 -2.967 4.921
H 0.724 -0.786 5.189
H 0.905 -2.401 4.474
H -0.525 -1.937 2.756
H 0.536 1.904 2.642
H -0.889 2.387 4.454
H -0.694 0.771 5.126
H 1.461 2.960 4.911
H 0.737 2.392 6.426
H 1.795 1.300 5.506
```

Computed properties:
- Gap between HOMO and LUMO (alpha / beta): 6.6 / 6.6 eV
- Max |F|: 2.9 eV Å⁻¹
- Total charge: +2
- HOMO energy (alpha / beta): -13.71 / -13.74 eV
- 2S+1: 3
- Electronic energy: -62562.691 eV
- Energy above the lowest of the compared OMol25 structures with the same formula, charge and spin: 0.0 kcal per mole



4.
# C7H9N

One molecule with the formula C7H9N (ωB97M-V/def2-TZVPD, the OMol25 dataset).

Geometry as XYZ:
```
17
C7H9N (ωB97M-V/def2-TZVPD)
C 2.979 0.420 0.881
C 1.856 0.122 1.221
C 0.721 -0.373 1.900
C -0.490 -0.509 1.322
N -0.777 -0.227 0.014
C -2.158 -0.050 -0.357
C 0.289 -0.066 -0.914
C 0.213 0.524 -2.104
H 3.880 0.794 0.490
H 0.859 -0.664 2.930
H -1.343 -0.809 1.919
H -2.752 -0.888 0.020
H -2.563 0.892 0.059
H -2.245 -0.009 -1.444
H 1.135 -0.703 -0.690
H -0.608 1.142 -2.421
H 1.006 0.404 -2.826
```

Computed properties:
- Gap between HOMO and LUMO: 8.5 eV
- Max |F|: 1.9 eV Å⁻¹
- Total charge: 0
- HOMO energy: -7.55 eV
- 2S+1: 1
- Electronic energy: -8891.575 eV
- SMILES string: C#C/C=C\N(C)C=C
- Energy above the lowest of the compared OMol25 structures with the same formula, charge and spin: 82.6 kcal per mole



5.
# C37H33LaN4O2P2S2

C37H33LaN4O2P2S2 as an isolated structure (ωB97M-V/def2-TZVPD, the OMol25 dataset).

Geometry as XYZ:
```
81
C37H33LaN4O2P2S2 (ωB97M-V/def2-TZVPD)
La 1.787 0.700 -0.864
S -0.203 2.712 0.073
P -1.387 1.028 0.099
C -0.655 -0.290 -0.648
P -0.211 -1.865 -0.168
S 1.847 -2.149 0.094
C -1.222 -2.649 1.150
C -0.645 -3.380 2.229
C -1.430 -4.044 3.148
C -2.804 -3.952 3.024
C -3.424 -3.297 2.016
C -2.605 -2.678 1.056
C -0.549 -2.929 -1.604
C -0.188 -4.263 -1.500
C -0.497 -5.148 -2.541
C -0.983 -4.677 -3.731
C -1.300 -3.325 -3.861
C -1.120 -2.442 -2.769
C -1.938 0.715 1.807
C -3.227 1.017 2.237
C -3.684 0.544 3.438
C -2.901 -0.233 4.243
C -1.566 -0.407 3.913
C -1.088 0.051 2.683
C -2.914 1.355 -0.762
C -3.524 0.354 -1.568
C -4.699 0.688 -2.167
C -5.225 1.963 -2.109
C -4.670 2.950 -1.286
C -3.534 2.608 -0.595
H 0.456 -3.438 2.274
H -1.084 -4.550 3.986
H -3.442 -4.415 3.814
H -4.539 -3.062 2.045
H -3.079 -2.149 0.210
H 0.248 -4.631 -0.538
H -0.286 -6.237 -2.424
H -1.262 -5.308 -4.585
H -1.764 -2.998 -4.762
H -1.486 -1.421 -2.764
H -3.902 1.508 1.562
H -4.708 0.576 3.838
H -3.338 -0.767 5.112
H -0.880 -1.027 4.486
H -0.036 0.027 2.421
H -3.099 -0.657 -1.617
H -5.335 -0.089 -2.620
H -6.133 2.143 -2.633
H -5.166 3.909 -1.234
H -3.038 3.231 0.141
N 3.458 -0.911 -2.776
C 2.720 -0.625 -4.003
C 2.538 0.873 -4.209
O 2.863 1.404 -5.244
O 1.967 1.445 -3.160
H 4.459 -0.736 -2.936
H 3.398 -1.925 -2.507
H 1.708 -1.049 -4.014
H 3.237 -0.927 -4.917
N 2.777 3.674 1.035
C 2.679 2.648 2.015
C 2.407 2.986 3.365
C 2.553 1.990 4.281
C 2.846 0.693 3.932
C 2.908 0.414 2.567
N 2.829 1.365 1.610
C 3.667 3.675 -0.085
C 4.504 4.779 -0.289
C 5.399 4.731 -1.326
C 5.391 3.660 -2.207
C 4.448 2.665 -2.045
N 3.638 2.695 -0.979
H 2.529 4.619 1.327
H 2.166 3.977 3.674
H 2.394 2.311 5.332
H 2.910 -0.092 4.648
H 2.971 -0.586 2.126
H 4.589 5.609 0.423
H 6.142 5.504 -1.555
H 6.074 3.651 -3.077
H 4.266 1.884 -2.754
```

Computed properties:
- Gap between HOMO and LUMO: 7.4 eV
- Max |F|: 2.7 eV Å⁻¹
- Total charge: 0
- HOMO energy: -7.21 eV
- 2S+1: 1
- Electronic energy: -90072.227 eV
- Energy above the lowest of the compared OMol25 structures with the same formula, charge and spin: 28.5 kcal per mole



6.
# C3H11NO2

A 2-piece molecular cluster, C3H11NO2 overall (ωB97M-V/def2-TZVPD, the OMol25 dataset).

Geometry as XYZ:
```
17
C3H11NO2 (ωB97M-V/def2-TZVPD)
C 1.584 1.882 0.259
C 0.258 1.393 -0.475
N 0.098 -0.068 -0.595
C -1.015 -0.798 -1.090
O -0.886 -2.225 -0.568
H 2.089 1.159 0.760
H 2.208 2.246 -0.548
H 1.583 2.648 1.072
H 0.309 1.947 -1.508
H -0.539 1.801 0.209
H 0.831 -0.475 -0.060
H -1.925 -0.262 -0.725
H -0.958 -0.847 -2.169
H -1.521 -2.810 -1.020
O -1.026 -1.732 2.203
H -0.676 -1.790 1.368
H -0.416 -2.070 2.885
```

Computed properties:
- Gap between HOMO and LUMO: 9.4 eV
- Max |F|: 4.5 eV Å⁻¹
- Total charge: 0
- HOMO energy: -8.46 eV
- 2S+1: 1
- Electronic energy: -8872.595 eV
- SMILES string: CCNCO.O
- Energy above the lowest of the compared OMol25 structures with the same formula, charge and spin: 43.7 kcal per mole